This record from the OMol25 dataset describes a structure of composition C27H27BF5MnN6O7S. The level of theory is ωB97M-V with the def2-TZVPD basis set.

As for the HOMO-LUMO gap (spin up / spin down): 5.7233 / 6.7825 eV. The expectation value of S² is 3.903. The LUMO energy (spin up / spin down) comes out at -5.7 / -4.6 eV. Its spin multiplicity is 4. Its charge is +1.

Each line ends with the Löwdin spin population.
Cartesian coordinates (Å):
Mn -0.685555 0.120239 -0.045527  3.07
N 1.527160 4.585975 -0.366729  0.00
N 1.097133 3.523351 0.313763  0.01
N 1.179834 3.415386 1.616152  0.00
C 0.574203 2.271577 1.862914  0.01
N 0.141626 1.709752 0.721620  -0.05
N 0.484508 2.532146 -0.253242  0.00
H 2.270244 5.110695 0.078397  0.00
H 1.616726 4.417388 -1.360235  0.00
H 0.450951 1.832714 2.830074  0.00
F -0.651506 -1.722389 -6.189660  0.00
C -0.288514 -1.307541 -4.980545  0.01
C -1.098145 -1.594543 -3.874672  0.00
F -2.233363 -2.268847 -4.021652  0.00
C -0.682478 -1.143131 -2.639044  0.01
F -1.388493 -1.351609 -1.460846  0.01
C 0.486265 -0.385538 -2.427632  0.00
O 0.743288 0.031841 -1.228504  0.06
C 1.280760 -0.119595 -3.564044  0.00
F 2.390473 0.607892 -3.427189  0.00
C 0.892913 -0.575909 -4.818524  0.00
F 1.641910 -0.299389 -5.878897  0.00
C -1.754272 -3.655463 5.393970  0.00
C -2.710585 -2.727059 4.714990  0.00
C -2.797984 -1.387559 5.087233  0.00
C -3.684279 -0.528287 4.461243  0.00
C -4.483182 -1.006919 3.440248  0.00
C -4.425767 -2.335768 3.062340  0.00
C -3.543613 -3.191296 3.698637  0.00
S -5.712836 0.063783 2.712344  0.00
O -6.510733 0.616937 3.764587  0.00
O -6.346461 -0.592293 1.608253  0.00
N -4.818835 1.381532 2.063885  0.00
C -5.095790 1.732061 0.691536  0.00
C -4.434634 0.740680 -0.282921  0.00
C -2.936246 0.745972 -0.152393  0.01
O -2.202530 1.303771 -0.990176  0.04
O -2.374492 0.164800 0.837183  -0.02
H -1.014525 -3.102563 5.965065  0.00
H -1.236766 -4.273252 4.663982  0.00
H -2.286280 -4.322771 6.071069  0.00
H -2.181033 -1.012313 5.889722  0.00
H -3.774555 0.499095 4.775459  0.00
H -5.090406 -2.691844 2.291347  0.00
H -3.508635 -4.234099 3.415969  0.00
H -4.900295 2.163627 2.694609  0.00
H -4.751840 2.753054 0.506102  0.00
H -6.176613 1.688244 0.492576  0.00
H -4.701742 1.023637 -1.300674  0.00
H -4.827518 -0.251153 -0.053255  0.00
C 1.768383 -2.745512 7.409521  0.00
C 2.602190 -3.384091 6.288003  0.00
C 2.835118 -4.851189 6.654988  0.00
C 3.970956 -2.687091 6.220504  0.00
C 1.901283 -3.196563 4.952590  0.00
C 1.569149 -4.272788 4.119023  0.00
C 0.963743 -4.116941 2.881458  0.00
C 0.686694 -2.826405 2.473881  0.00
O 0.150441 -2.342441 1.313180  -0.02
B 0.149569 -0.970147 1.419147  -0.13
O 0.662838 -0.587157 2.639582  -0.02
C 1.007459 -1.737096 3.297065  0.00
C 1.607907 -1.897610 4.525686  0.00
H 2.319371 -2.794597 8.345337  0.00
H 0.833079 -3.284623 7.538195  0.00
H 1.543426 -1.703253 7.206172  0.00
H 3.315535 -4.898913 7.629371  0.00
H 3.489475 -5.340691 5.939139  0.00
H 1.898519 -5.398825 6.719055  0.00
H 4.481140 -2.791402 7.174455  0.00
H 3.873338 -1.628819 5.999248  0.00
H 4.587121 -3.142359 5.450080  0.00
H 1.796724 -5.276845 4.433679  0.00
H 0.737546 -4.971249 2.264972  0.00
H 1.859939 -1.035911 5.120778  0.00

Cartesian forces, eV/Å:
0.10 0.85 -1.54
0.07 1.11 -0.65
-0.86 -1.99 0.32
0.19 0.32 0.77
-0.09 -0.24 -0.02
0.51 0.80 0.30
0.31 0.79 -1.09
-0.08 -0.36 0.13
0.03 -0.15 0.15
0.02 -0.04 0.23
0.04 0.07 0.20
0.09 0.09 0.30
0.08 -0.02 -0.07
0.19 0.07 0.03
1.00 0.57 -0.19
-0.23 -0.10 -0.04
-0.86 -1.05 -2.50
0.09 0.51 2.25
-0.42 -0.02 0.63
-0.13 -0.11 -0.06
-0.29 -0.19 0.10
-0.12 -0.06 0.16
-0.05 -0.05 0.03
-0.08 0.06 -0.18
-0.06 0.07 -0.10
0.02 0.05 0.06
-0.38 0.22 -0.25
-0.17 -0.03 -0.19
0.10 0.14 0.10
0.35 1.09 0.06
0.22 -0.09 0.19
0.22 -0.28 -0.10
-0.08 -1.02 0.84
-0.52 -0.31 -0.60
0.20 0.21 0.17
-1.92 0.74 -0.66
0.70 -0.10 -0.39
1.05 -1.03 0.84
0.09 0.01 0.07
0.06 -0.05 -0.01
-0.02 -0.04 0.08
0.11 0.01 0.10
0.05 0.15 0.09
-0.05 -0.08 -0.13
0.01 -0.07 -0.05
-0.14 0.05 0.18
0.01 -0.12 0.10
0.25 0.19 -0.14
0.12 -0.08 0.00
0.13 0.04 -0.11
0.10 -0.15 -0.16
0.18 0.11 0.31
-0.07 0.24 -0.12
-0.17 -0.16 0.02
-0.16 -0.22 -0.30
0.14 0.25 0.29
-0.22 0.37 -0.51
0.65 0.37 1.42
-0.55 0.36 -1.28
0.57 -1.60 1.76
-0.26 1.32 -0.57
0.04 -1.56 -0.14
-0.15 0.15 -0.30
0.03 0.00 0.12
-0.16 -0.03 0.04
-0.04 0.17 0.00
0.04 -0.02 0.08
0.07 -0.12 -0.10
-0.12 -0.12 0.00
0.09 0.01 0.11
0.01 0.17 -0.01
0.12 -0.03 -0.12
0.03 -0.11 0.08
-0.05 -0.08 -0.12
0.03 0.13 0.11